(1)
A 2-piece molecular cluster, C31H48N5O10 overall at a distorted geometry. Source: OMol25; level of theory: ωB97M-V/def2-TZVPD.

Geometry as XYZ:
```
94
Properties=species:S:1:pos:R:3:forces:R:3
O 4.151 2.797 1.800 -2.2 2.0 2.0
O 3.980 2.345 -2.227 -6.2 3.8 5.8
O -2.222 4.042 4.580 8.0 -0.8 -1.7
O 4.177 5.855 -2.772 -6.8 -6.3 1.9
O 3.323 -3.608 -0.834 -0.5 1.9 -0.5
O 4.406 5.038 2.667 -6.0 -6.5 -3.3
O 3.141 4.374 -1.189 -1.2 -3.1 -2.8
O -2.173 -8.328 -4.514 -0.2 1.7 0.8
O -1.798 -6.789 -2.853 -0.4 0.0 -0.9
O -3.167 -6.257 -4.486 0.9 -0.4 0.5
N 1.012 2.488 0.233 -1.0 -1.1 1.4
N -1.369 1.747 -0.422 0.0 5.2 -3.2
N 0.651 0.975 2.294 0.4 3.1 0.4
N 1.035 3.384 2.660 -0.4 -0.7 -2.9
N -0.037 3.689 5.631 -2.1 1.0 -0.7
C 3.105 2.913 -1.353 5.0 -2.7 -4.3
C -0.346 4.046 2.853 -0.9 -1.2 0.1
C -1.681 4.576 -2.196 0.8 -4.7 2.7
C -0.854 2.985 6.733 0.2 -1.6 -0.3
C 0.910 2.204 1.678 -0.7 0.4 2.2
C -2.146 -1.099 1.074 -1.0 -0.5 0.5
C -0.299 4.195 -1.347 -3.6 -2.1 -0.2
C -2.087 -1.675 -0.467 -0.8 0.3 0.2
C -0.999 -7.765 -2.189 0.4 -0.4 0.3
C -0.257 2.748 -0.508 -3.0 2.2 -2.0
C -0.402 -3.331 -1.651 -0.7 0.4 0.3
C 3.934 -2.527 -0.043 -0.2 0.4 0.7
C 0.468 -0.270 1.462 0.5 -3.0 -0.2
C 1.016 0.618 5.158 -2.8 2.4 -9.2
C -0.886 3.937 4.399 -6.4 0.7 2.3
C 2.341 -3.077 -1.816 0.1 1.4 0.0
C -2.355 -7.230 -4.009 -0.2 -0.7 -0.4
C -1.683 -3.268 -0.580 0.4 0.1 -1.3
C -0.754 -1.258 1.924 -0.6 -0.9 -0.4
C -3.872 -6.573 -5.694 -0.5 -0.3 -0.6
C -5.045 -7.497 -5.414 0.0 -0.3 0.3
C 1.947 4.464 2.132 0.9 1.3 0.0
C -2.596 2.088 -1.213 1.3 2.3 -0.7
C 3.559 4.086 2.185 5.1 4.8 2.8
C 0.458 4.969 6.268 1.9 1.1 0.4
C 2.127 1.884 -0.529 0.6 -1.5 -0.6
C 0.939 -2.564 -1.071 0.2 -0.4 -0.8
C -2.873 3.421 -2.127 3.9 0.2 1.9
C 2.253 4.545 -3.820 -0.9 -0.8 0.1
C 0.575 0.920 3.835 4.1 -2.3 7.4
C 3.219 4.931 -2.555 6.0 5.5 -2.5
H 1.613 4.909 1.075 1.0 -1.3 2.0
H -4.707 -8.469 -5.041 0.0 0.2 -0.2
H -1.636 -8.562 -1.795 0.2 0.0 -0.2
H -3.884 3.584 -2.724 2.4 -0.5 1.5
H 1.056 -2.691 0.109 -0.3 0.2 -2.7
H -0.769 -2.701 -2.590 0.8 -1.5 1.8
H 1.471 -0.904 1.599 -2.1 1.5 -0.1
H -0.235 -8.175 -2.857 -0.3 0.0 0.1
H -1.033 -1.217 3.059 0.9 0.2 -2.1
H -1.421 2.049 6.261 1.1 2.3 1.0
H 2.871 4.348 -4.823 -1.1 0.6 2.7
H -2.574 0.008 1.154 1.1 -2.3 -0.4
H 4.508 2.411 2.656 -0.2 0.8 -1.4
H 0.603 4.961 -1.349 -2.0 -2.0 0.2
H 2.856 -2.135 -2.325 -1.1 -1.9 0.9
H -2.955 -1.772 1.638 1.8 1.4 -1.1
H 4.341 -1.631 -0.706 -0.6 -2.0 1.1
H -3.486 1.292 -1.182 2.4 1.9 0.1
H -1.449 -3.789 0.441 -0.3 1.2 -1.9
H -5.630 -7.665 -6.323 0.1 0.1 0.1
H 0.646 5.833 5.499 -0.4 -1.8 1.3
H -3.167 -1.581 -0.968 2.3 0.0 1.2
H 1.827 5.387 2.882 0.6 -2.2 -1.6
H 1.498 5.425 -4.032 1.8 -1.6 0.6
H -3.191 -6.998 -6.440 0.0 0.0 0.3
H 0.360 -0.099 0.310 0.1 0.4 2.4
H -0.044 2.511 7.469 -1.8 1.3 -1.4
H 4.779 -2.995 0.648 -1.8 1.0 -1.8
H 2.126 -3.836 -2.688 0.5 1.1 2.1
H 1.669 1.117 -1.321 1.3 1.9 1.4
H -1.751 5.577 -2.801 0.0 -2.2 1.3
H 1.287 0.598 6.318 -1.1 0.1 -3.1
H -0.372 -2.372 1.726 -0.7 2.5 0.5
H -1.596 3.705 7.279 1.4 -1.5 -1.1
H -2.576 -3.894 -1.066 1.9 1.5 1.1
H -0.495 -7.278 -1.350 -0.2 0.2 -0.2
H 2.782 1.208 0.198 -1.1 1.8 -1.6
H -0.334 5.151 2.468 -0.1 -2.1 0.9
H 0.826 -1.429 -1.375 0.2 -2.1 1.0
H -1.378 -0.978 -1.094 -1.2 -1.5 1.1
H 1.577 3.585 -3.623 1.6 2.0 -0.3
H -1.076 3.406 2.157 1.0 1.8 1.9
H -4.246 -5.628 -6.100 0.2 0.0 0.3
H 1.510 4.735 6.780 -2.3 0.5 -1.1
H 3.127 -2.044 0.684 1.5 -1.0 -1.3
H -0.220 -4.436 -1.990 -0.1 2.1 0.7
H -5.696 -7.072 -4.644 0.0 0.1 -0.2
H -0.235 5.400 7.110 1.0 -0.9 -1.8
```
Positions in Å, forces in eV/Å.

## Properties
gap between HOMO and LUMO: 6.968 eV
HOMO energy: -11.95 eV
molar mass: 650.8 g mol⁻¹
charge: +1

***

(2)
C31H49BrCaN6O4P2 as an isolated structure at a distorted geometry. Source: OMol25; level of theory: ωB97M-V/def2-TZVPD.

Geometry as XYZ:
```
94
Properties=species:S:1:pos:R:3:forces:R:3
Br -3.909 2.504 0.803 0.0 -0.1 0.0
Ca -0.374 0.769 0.285 0.7 0.9 0.9
P -1.866 1.660 -1.851 -0.7 0.0 -1.5
P -0.618 -1.781 -0.834 0.0 -1.0 -0.8
O -0.623 1.422 -2.842 -0.2 0.0 0.1
O -2.750 2.800 -2.548 0.0 -0.1 0.3
O -5.164 0.546 5.382 -0.2 0.0 0.0
O -2.759 0.383 -2.287 0.1 0.2 0.1
N 0.905 -2.953 5.436 0.0 0.1 0.0
N 0.464 -4.336 -1.047 0.1 -0.2 0.0
N -1.489 -3.885 -2.416 -0.1 -0.2 -0.1
N -2.170 1.522 2.706 0.0 0.1 -0.4
N 0.666 -2.935 -3.023 0.2 0.0 -0.2
N 0.003 -0.539 2.158 0.3 -0.4 0.5
C -0.780 1.436 -4.283 0.0 -0.1 -0.1
C -4.168 0.250 -2.040 -0.2 0.0 0.0
C 2.906 0.527 -3.053 0.1 0.0 0.0
C -4.166 0.869 4.566 0.3 0.1 -0.3
C 1.782 3.202 -2.651 0.0 0.0 0.1
C -1.999 -2.764 -1.659 0.1 0.2 0.2
C 0.605 -2.170 4.389 0.0 0.1 -0.1
C -0.793 -4.857 -1.577 0.0 0.1 0.0
C -2.716 4.201 -2.225 0.1 0.1 0.0
C -2.812 0.755 4.889 -0.1 0.0 0.2
C 4.062 0.410 1.835 0.0 0.0 -0.1
C 4.095 -0.848 -0.685 0.0 0.1 0.0
C -3.463 1.684 2.455 0.1 0.0 0.1
C 3.300 0.426 -0.543 -0.1 0.0 0.0
C 0.491 -1.667 -2.345 -0.1 0.0 0.2
C 3.217 1.011 0.738 -0.1 -0.1 0.0
C 1.833 2.775 -0.183 -0.1 0.1 0.0
C 1.105 -0.348 2.908 -0.1 -0.2 0.0
C 2.424 2.150 0.934 -0.1 0.0 0.0
C -0.560 -2.360 3.619 0.0 -0.1 0.1
C 2.269 2.831 2.280 0.1 0.0 -0.1
C 2.743 1.072 -1.654 0.0 0.0 0.0
C 0.253 -3.275 -0.085 -0.1 0.3 0.1
C -4.497 1.367 3.305 -0.2 0.0 0.1
C 1.438 -1.101 4.004 0.0 0.0 0.1
C -1.873 1.081 3.936 0.0 0.0 0.0
C 1.311 -3.923 -2.163 -0.1 0.1 0.1
C 2.094 2.305 -1.477 -0.2 0.0 0.0
C -0.606 -3.471 -3.504 0.0 0.0 0.1
C 1.064 4.066 -0.001 0.1 -0.1 0.0
C -0.809 -1.538 2.552 0.0 0.0 0.1
H -4.683 1.200 -2.172 0.0 0.0 0.0
H -1.719 4.525 -1.923 0.0 0.0 0.0
H 4.013 -1.293 -1.671 0.0 0.0 0.0
H -0.571 -5.735 -2.183 0.0 0.0 0.0
H 3.983 0.939 2.779 0.0 0.0 0.0
H -2.512 0.429 5.877 0.1 0.0 0.0
H 1.218 2.970 2.546 0.0 0.0 0.0
H 2.976 -0.557 -3.079 0.0 0.1 -0.1
H -5.531 1.516 3.032 0.0 0.0 0.0
H -1.718 -1.674 1.974 0.0 0.0 0.0
H 2.243 -3.507 -1.772 0.0 0.0 0.0
H 1.761 4.905 0.081 -0.1 0.1 0.0
H 2.338 -0.880 4.563 0.0 0.0 0.0
H 3.822 -0.640 2.013 0.0 0.0 0.0
H 3.782 -1.589 0.052 0.0 0.0 0.0
H -1.112 -2.712 -4.104 0.0 0.0 0.0
H -1.250 -3.156 3.867 0.0 0.0 0.0
H -0.400 -4.340 -4.130 0.0 0.0 0.0
H 2.128 4.213 -2.436 0.0 0.0 0.0
H 1.757 -2.812 5.948 0.0 -0.1 0.1
H -4.551 -0.464 -2.764 0.0 0.0 0.0
H 2.728 3.821 2.250 -0.1 0.0 0.0
H 2.738 2.289 3.094 0.0 0.0 0.0
H -4.343 -0.127 -1.032 0.0 0.0 0.0
H 0.714 3.253 -2.867 0.1 0.1 0.0
H 5.156 -0.654 -0.512 0.0 0.0 0.0
H -2.550 -2.095 -2.319 0.0 0.0 0.0
H 2.066 0.810 -3.683 0.0 0.0 0.0
H -3.011 4.734 -3.124 0.0 0.0 0.0
H 1.216 -2.954 0.324 0.0 0.0 0.0
H -1.810 1.234 -4.565 0.0 0.0 0.0
H -2.679 -3.130 -0.886 0.0 0.1 0.0
H -4.857 0.269 6.254 0.1 0.0 0.0
H 1.466 -1.296 -2.017 -0.2 0.0 0.0
H 3.819 0.916 -3.511 0.0 0.0 0.0
H -0.817 0.996 4.160 0.0 -0.1 0.1
H -0.352 -3.660 0.739 0.0 0.0 0.0
H -3.426 4.422 -1.430 0.0 0.0 0.0
H -0.128 0.671 -4.696 0.0 0.0 0.0
H 0.412 4.270 -0.848 0.0 0.0 0.0
H 1.751 0.456 2.592 -0.1 -0.1 0.1
H 1.542 -4.803 -2.763 0.0 0.0 0.0
H 0.454 4.068 0.903 0.0 0.0 0.0
H -1.443 -5.152 -0.750 0.0 0.0 0.0
H -0.481 2.411 -4.664 0.0 0.0 0.1
H 5.111 0.446 1.538 0.0 0.0 0.0
H 0.329 -3.737 5.687 0.0 0.0 0.0
H 0.060 -0.940 -3.033 0.1 0.0 0.0
H 2.294 2.876 -3.551 0.0 0.0 0.0
```
Positions in Å, forces in eV/Å.

## Properties
gap between HOMO and LUMO: 8.328 eV
HOMO energy: -12.87 eV
molar mass: 751.7 g mol⁻¹
charge: +2